1.
Formula: C4H11N2
Source: the OMol25 dataset
Level of theory: ωB97M-V/def2-TZVPD

- lowest unoccupied orbital energy (Eh) = -0.18538
- net charge = +1
- gap between HOMO and LUMO (eV) = 7.044
- energy above the lowest of the compared OMol25 structures with the same formula, charge and spin (kcal/mol) = 48.7
- electronic energy (hartree) = -268.227296

Geometry as XYZ:
```
17
C4H11N2 (ωB97M-V/def2-TZVPD)
C 0.276 -0.231 1.946
C -0.303 -0.834 0.705
C -1.509 -0.492 0.192
N -2.087 -1.032 -0.912
H -0.354 0.551 2.372
H 0.362 -0.954 2.761
H 1.276 0.189 1.806
H 0.156 -1.730 0.294
H -2.050 0.314 0.677
H -3.092 -1.070 -0.989
H -1.712 -1.913 -1.236
C 1.413 1.684 -1.672
N 1.618 0.709 -0.888
H 2.252 2.299 -1.979
H 0.399 1.884 -1.997
H 0.800 0.181 -0.470
H 2.555 0.446 -0.611
```

Here are the Mulliken charges for atoms 1 to 6, given in e:
1. C -0.89
2. C -0.68
3. C -0.05
4. N -0.45
5. H 0.32
6. H 0.31


2.
Formula: C4H11N2
Source: the OMol25 dataset
Level of theory: ωB97M-V/def2-TZVPD

- lowest unoccupied orbital energy (Eh) = -0.11916
- net charge = +1
- structure (SMILES) = [H]/N=C/[C@H](C)[NH2+]C
- gap between HOMO and LUMO (eV) = 11.978
- energy above the lowest of the compared OMol25 structures with the same formula, charge and spin (kcal/mol) = 49.2
- electronic energy (hartree) = -268.226543

Geometry as XYZ:
```
17
C4H11N2 (ωB97M-V/def2-TZVPD)
C -1.359 -0.184 0.559
C -0.436 1.852 -0.429
C 1.603 -1.338 0.259
C -0.090 0.560 0.336
N -1.620 -1.001 -0.374
N 0.826 -0.328 -0.400
H -2.042 0.059 1.429
H -0.664 1.668 -1.475
H -1.363 2.279 -0.031
H 0.441 2.651 -0.312
H 0.994 -1.513 1.148
H 1.516 -2.249 -0.406
H 2.609 -1.153 0.452
H 0.325 0.873 1.333
H -2.407 -1.582 -0.091
H 1.439 0.371 -0.946
H 0.225 -0.965 -1.051
```

Here are the Mulliken charges for atoms 1 to 6, given in e:
1. C -0.19
2. C -1.47
3. C -0.83
4. C 0.24
5. N -0.54
6. N -0.18